No. 1
Formula: C4H10N2O2
Source: OMol25
Level of theory: ωB97M-V with the def2-TZVPD basis set

Positions of all 18 atoms, in Å:
O (2.189, -0.509, -0.626)
O (-3.038, -0.436, 1.072)
N (0.121, 1.280, -0.933)
N (-2.267, -0.918, -1.009)
C (2.087, -0.107, 0.745)
C (-0.303, 0.855, 0.293)
C (-2.164, -0.367, 0.231)
C (0.033, -0.330, 0.971)
H (-3.157, -1.289, -1.330)
H (0.107, -1.326, 0.554)
H (-1.482, -0.845, -1.641)
H (2.469, -0.872, 1.426)
H (0.550, 0.603, -1.562)
H (2.551, 0.863, 0.941)
H (3.038, -0.203, -0.979)
H (-0.697, 1.655, 0.918)
H (-0.132, -0.331, 2.039)
H (0.096, 2.277, -1.111)

The HOMO energy (alpha / beta) comes out at -6.40 / -6.39 eV. For the LUMO energy (alpha / beta), the calculation gives 0.65 / 0.65 eV. Its total charge is 0. Its total energy is -11381.0123 eV.

No. 2
Formula: C4H10N2O2
Source: OMol25
Level of theory: ωB97M-V with the def2-TZVPD basis set

Positions of all 18 atoms, in Å:
O (1.266, 1.693, 0.924)
O (1.564, 1.131, -1.245)
N (-0.375, -1.398, 0.485)
N (-0.552, 1.114, -0.502)
C (0.709, -0.977, 1.123)
C (-1.608, 1.474, 0.415)
C (-0.092, -2.223, -0.681)
C (0.817, 1.182, -0.090)
H (2.464, 1.356, -0.952)
H (-0.694, 1.349, -1.480)
H (1.721, -1.239, 0.790)
H (-1.316, 2.256, 1.119)
H (0.651, -1.752, -1.334)
H (-2.501, 1.760, -0.144)
H (0.584, -0.703, 2.175)
H (-1.896, 0.577, 0.964)
H (0.282, -3.196, -0.344)
H (-1.024, -2.403, -1.222)

The HOMO energy comes out at -9.45 eV. For the LUMO energy, the calculation gives 0.63 eV. Its total charge is 0. Its total energy is -11383.9866 eV. As for the structure (SMILES): CNC(=O)O.C=NC.

No. 3
Formula: C4H10N2O2
Source: OMol25
Level of theory: ωB97M-V with the def2-TZVPD basis set

Positions of all 18 atoms, in Å:
O (0.492, 1.683, -1.517)
O (1.262, -2.572, 0.940)
N (-1.749, 2.149, -1.436)
N (1.640, 0.104, 0.727)
C (0.075, -1.673, 1.085)
C (-0.609, 1.462, -1.026)
C (0.426, -0.512, 0.095)
C (-0.711, 0.508, 0.201)
H (2.378, -0.361, 1.142)
H (1.960, 0.819, -0.057)
H (-1.582, -0.207, 0.328)
H (0.513, -0.806, -0.910)
H (-2.692, 1.690, -1.241)
H (-1.753, 2.983, -2.131)
H (-0.514, 1.259, 1.022)
H (1.482, -2.776, 0.006)
H (0.133, -1.418, 2.057)
H (-0.751, -2.333, 0.716)

The HOMO energy comes out at -8.91 eV. For the LUMO energy, the calculation gives 0.76 eV. Its total charge is 0. Its total energy is -11384.0448 eV. As for the structure (SMILES): NC(=O)C[C@@H](N)CO.

No. 4
Formula: C4H10N2O2
Source: OMol25
Level of theory: ωB97M-V with the def2-TZVPD basis set

Positions of all 18 atoms, in Å:
O (2.575, 1.115, 0.058)
O (-2.673, -0.602, 0.410)
N (1.542, 0.420, 0.551)
N (-1.658, 0.137, 0.128)
C (1.876, -0.838, 0.987)
C (-1.147, 0.056, -1.021)
C (-0.794, -1.032, -1.996)
C (-1.523, 1.331, 1.053)
H (2.497, -0.712, 1.948)
H (2.356, 1.939, -0.482)
H (0.314, -0.929, -1.763)
H (-2.039, 1.014, 1.905)
H (-0.338, 1.413, 1.056)
H (2.661, -1.357, 0.314)
H (-1.330, -1.990, -1.888)
H (-2.068, 2.116, 0.583)
H (-1.234, -0.643, -2.984)
H (0.982, -1.439, 1.140)

The HOMO energy (alpha / beta) comes out at -8.16 / -8.10 eV. For the LUMO energy (alpha / beta), the calculation gives 0.11 / -0.27 eV. Its total charge is 0. Its total energy is -11376.3975 eV.

No. 5
Formula: C4H10N2O2
Source: OMol25
Level of theory: ωB97M-V with the def2-TZVPD basis set

Positions of all 18 atoms, in Å:
O (-1.784, 0.775, -0.629)
O (-0.140, 2.108, -0.291)
N (-0.035, -1.602, -0.202)
N (1.706, -0.125, 0.526)
C (-2.690, 0.589, 0.478)
C (0.401, -0.280, 0.019)
C (2.783, -0.639, -0.321)
C (-0.334, 0.798, -0.240)
H (2.877, -0.098, -1.270)
H (-2.479, 1.346, 1.238)
H (2.584, -1.687, -0.535)
H (1.864, 0.842, 0.784)
H (-0.021, -2.165, 0.640)
H (-1.270, 2.068, -0.747)
H (3.721, -0.567, 0.230)
H (-0.900, -1.664, -0.718)
H (-2.578, -0.392, 0.938)
H (-3.705, 0.693, 0.100)

The HOMO energy comes out at -7.25 eV. For the LUMO energy, the calculation gives 0.80 eV. Its total charge is 0. Its total energy is -11382.5052 eV.

No. 6
Formula: C4H10N2O2
Source: OMol25
Level of theory: ωB97M-V with the def2-TZVPD basis set

Positions of all 18 atoms, in Å:
O (1.976, -0.633, 0.382)
O (-2.162, 1.019, -1.391)
N (-1.403, -0.121, -0.911)
N (-2.041, -0.690, 0.176)
C (0.723, -0.989, -0.348)
C (0.519, 1.503, -0.863)
C (1.782, -0.335, 1.742)
C (0.053, 0.299, -0.602)
H (0.117, -1.664, 0.263)
H (-2.151, 0.945, -2.353)
H (1.067, -1.455, -1.273)
H (-2.227, -0.013, 0.919)
H (2.750, -0.051, 2.155)
H (-2.916, -1.110, -0.124)
H (1.081, 0.497, 1.885)
H (-0.142, 2.306, -1.145)
H (1.398, -1.207, 2.287)
H (1.575, 1.699, -0.799)

The HOMO energy comes out at -8.93 eV. For the LUMO energy, the calculation gives 0.88 eV. Its total charge is 0. Its total energy is -11381.4722 eV. As for the structure (SMILES): C=C(COC)N(N)O.

No. 7
Formula: C4H10N2O2
Source: OMol25
Level of theory: ωB97M-V with the def2-TZVPD basis set

Positions of all 18 atoms, in Å:
O (-1.178, 0.566, -0.863)
O (3.590, -1.030, -1.002)
N (-0.847, -0.299, 1.191)
N (1.333, -1.098, -1.291)
C (-2.991, 0.595, 0.628)
C (2.331, 0.761, -0.076)
C (-1.655, 0.179, 0.210)
C (2.494, -0.537, -0.835)
H (-3.322, 1.548, 0.228)
H (-1.245, -0.770, 1.990)
H (1.428, 1.244, -0.432)
H (-3.724, 0.005, 0.010)
H (2.216, 0.580, 0.987)
H (-3.316, 0.341, 1.633)
H (0.426, -0.636, -1.350)
H (1.249, -2.011, -1.687)
H (3.192, 1.350, -0.364)
H (0.020, -0.786, 1.022)

The HOMO energy comes out at -9.50 eV. For the LUMO energy, the calculation gives 0.56 eV. Its total charge is 0. Its total energy is -11386.0935 eV. As for the structure (SMILES): CC(N)=O.CC(N)=O.

No. 8
Formula: C4H10N2O2S
Source: OMol25
Level of theory: ωB97M-V with the def2-TZVPD basis set

Positions of all 19 atoms, in Å:
S (-0.101, -1.308, 1.061)
O (3.037, -1.052, -0.042)
O (3.504, 1.052, 0.184)
N (-1.082, 0.611, -0.601)
N (2.811, 0.109, -0.074)
C (0.140, 1.380, 1.523)
C (0.008, 0.417, 0.325)
C (1.454, 0.492, -0.596)
C (-0.587, -2.313, -0.442)
H (-0.777, 1.703, 2.032)
H (1.572, 1.581, -1.002)
H (0.753, 0.879, 2.303)
H (-0.851, 1.572, -0.832)
H (1.157, -0.117, -1.463)
H (-1.406, -1.889, -1.045)
H (-2.023, 0.614, -0.311)
H (0.631, 2.255, 1.173)
H (0.329, -2.439, -0.876)
H (-0.890, -3.350, 0.064)

The HOMO energy comes out at -8.82 eV. For the LUMO energy, the calculation gives 0.47 eV. Its total charge is 0. Its total energy is -22216.3805 eV. As for the structure (SMILES): CS[C@](C)(N)C[N+](=O)[O-].

Computed energy relative to the best compared isomer or geometry (same formula, charge and spin) (kcal/mol) in order:
135.8 67.2 65.9 242.3 101.4 125.2 18.7 80.7